# 1
A molecular structure, C37H55N8O8P2S5Se2Y, computed with ωB97M-V/def2-TZVPD.

Geometry as XYZ:
```
118
Properties=species:S:1:pos:R:3:forces:R:3:mulliken_charge:R:1
Y -0.785936 0.346695 2.540989 -0.16 0.06 -0.35 -2.136
Se -0.876779 -2.123613 5.978146 -0.54 -0.31 0.39 0.147
Se -3.258290 0.513650 4.073493 -0.09 -0.60 -0.05 -0.187
C -2.540912 2.186803 4.373181 0.93 0.49 -0.24 0.149
C -3.247399 3.225703 4.967969 -0.84 -0.30 0.28 -0.882
C -2.706815 4.482031 4.999391 0.14 0.33 0.45 -0.214
C -1.420021 4.714568 4.518111 0.18 -0.06 -0.34 -1.131
C -0.773361 3.641314 3.925437 0.18 0.42 0.53 -0.035
N -1.293770 2.418543 3.880285 -0.33 -0.36 -0.06 0.114
C -1.159439 -2.939371 4.261396 0.42 0.37 -0.27 -0.082
C -1.131944 -4.320619 4.273449 -0.17 -0.91 -0.09 -0.740
C -1.210813 -5.034461 3.091593 -0.56 0.13 -0.65 -0.518
C -1.420627 -4.333880 1.899993 0.49 0.29 0.01 -0.916
C -1.429012 -2.947921 1.988320 -0.21 0.12 0.56 -0.662
N -1.272553 -2.237566 3.140767 -0.05 -0.40 -0.62 0.375
H -4.233695 2.966275 5.383503 0.49 0.45 -0.28 0.383
H -3.292257 5.269040 5.440667 -0.05 0.37 0.15 0.382
H -0.892887 5.670521 4.565053 -0.46 -0.23 -0.03 0.422
H 0.213424 3.816607 3.503944 -0.10 -0.38 -0.18 0.289
H -1.035896 -4.867716 5.197523 0.22 0.14 0.22 0.377
H -1.152537 -6.122805 3.067607 0.03 0.25 0.16 0.415
H -1.465857 -4.798940 0.902880 -0.05 0.12 0.60 0.257
H -1.563351 -2.336103 1.106411 0.10 -0.22 0.01 1.069
S 3.333856 -0.101933 5.457850 0.42 0.62 0.12 -0.387
C 2.130862 -1.232447 5.308193 -0.44 -0.46 0.43 0.122
S 2.190196 -2.826034 4.961394 0.37 -0.66 -0.35 -0.291
S 0.502749 -0.511359 5.685417 -0.05 0.65 -0.39 -0.171
C 4.810345 1.287993 2.560913 0.46 0.08 -0.93 -1.176
N 3.501693 1.955144 2.562084 0.79 0.28 0.76 0.785
C 3.410743 3.026740 3.546142 0.50 0.92 -1.05 -1.106
C 2.386617 1.177448 2.391978 0.55 -0.40 -0.42 -1.121
N 1.376493 1.105302 3.146331 -0.57 0.32 0.83 1.487
N 2.470674 0.450687 1.220750 0.32 0.71 -0.08 0.938
C 1.855138 -0.700924 0.832590 -0.91 -0.68 -0.47 0.271
N 2.452250 -1.218439 -0.276793 0.55 0.03 -0.07 0.030
N 0.792831 -1.170091 1.376832 0.27 1.21 0.88 0.329
H 5.572667 1.852916 1.944607 -0.84 -0.38 0.58 0.226
H 4.703138 0.282001 2.123163 0.15 0.42 0.33 0.310
H 5.181794 1.194153 3.585095 -0.03 -0.11 -0.10 0.388
H 4.336347 3.629398 3.497053 -0.34 -0.23 -0.27 0.401
H 3.354618 2.707366 4.563932 -0.32 -0.59 0.78 0.331
H 2.582880 3.676119 3.257955 -0.05 -0.04 0.14 0.134
H 1.531684 1.514990 4.075196 0.03 -0.12 -0.50 0.185
H 2.957675 0.917392 0.473746 0.10 0.05 0.07 -0.490
H 3.459626 -1.228282 -0.243507 -0.04 -0.09 -0.23 0.225
H 1.980655 -1.980444 -0.763767 0.12 -0.07 0.13 -0.866
H 0.589725 -2.107198 1.083710 -0.07 -0.41 -0.39 -0.286
C 0.310820 -2.499840 -4.640209 -0.03 0.95 -0.81 -0.930
C -0.472800 -3.790530 -4.547649 0.57 -0.37 0.71 0.487
C -1.865640 -3.581805 -3.974369 0.96 0.56 0.05 -1.057
O 0.299206 -4.799747 -3.824420 0.08 -0.23 0.73 -0.341
P 0.259697 -5.104028 -2.189775 -0.76 0.44 -0.40 0.526
S -1.280733 -6.235544 -1.673326 0.46 0.15 -0.23 -0.610
S 0.379356 -3.354357 -1.239947 -0.15 -0.35 -0.05 -0.289
O 1.584853 -5.999487 -2.018928 -0.10 0.06 -0.17 -0.465
C 2.896881 -5.807067 -2.580430 -1.19 -0.12 -0.35 0.542
C 2.903626 -6.292242 -4.017330 0.53 -0.53 -0.33 -1.278
C 3.415717 -4.412268 -2.471745 0.72 0.72 -0.07 -1.183
H -0.270220 -1.788059 -5.252908 -0.01 -0.20 0.12 0.486
H 1.259255 -2.592637 -5.185708 -0.05 -0.33 0.28 0.309
H 0.485947 -1.991254 -3.696393 -0.02 -0.29 0.25 -0.122
H -0.510652 -4.231951 -5.541119 -0.25 0.00 -0.20 0.172
H -1.754980 -3.304549 -2.921379 -0.26 0.14 -0.19 0.025
H -2.423254 -4.487920 -4.029588 -0.60 -0.59 -0.08 0.330
H -2.325546 -2.763365 -4.531619 -0.23 -0.12 0.10 0.451
H 3.498519 -6.454948 -1.973333 0.43 -0.45 0.32 0.399
H 2.421665 -5.581771 -4.687449 -0.03 -0.01 0.11 0.158
H 2.406756 -7.271102 -4.132227 0.16 0.41 0.20 0.306
H 3.956116 -6.407684 -4.320794 -0.22 0.00 -0.08 0.466
H 2.905313 -3.735219 -3.165596 0.02 -0.04 0.26 0.122
H 4.480661 -4.438278 -2.730634 -0.03 0.03 -0.20 0.540
H 3.381699 -4.016642 -1.458229 -0.33 -0.04 0.02 0.194
O -4.006330 -1.127015 1.622310 -0.46 -0.36 0.28 -0.714
C -3.422740 -0.716520 0.651471 -0.04 0.27 -0.36 -0.993
N -2.119169 -0.242694 0.632610 -0.17 -0.13 -0.10 3.082
C -1.727730 -0.056910 -0.676911 -0.78 -0.11 0.45 -0.697
O -0.625766 0.206159 -1.085280 0.75 0.10 -0.27 -0.009
C -2.926068 -0.275145 -1.543096 -0.35 -0.08 -1.57 0.670
C -3.033550 -0.222005 -2.934904 0.08 -0.14 0.89 -0.064
C -4.228118 -0.641657 -3.518007 0.33 0.41 -0.22 -0.719
C -5.285238 -1.075268 -2.741306 0.30 0.18 1.03 -0.650
C -5.173735 -1.066201 -1.339132 -0.55 -0.98 0.12 -0.668
C -3.987129 -0.691981 -0.766529 1.15 0.43 0.14 -0.110
H -2.175815 0.085766 -3.509580 0.11 0.05 -0.23 0.588
H -4.337741 -0.622609 -4.597077 0.06 -0.08 0.01 0.451
H -6.161747 -1.454633 -3.222450 -0.49 -0.09 -0.10 0.427
H -5.922754 -1.508102 -0.677524 -0.10 0.29 -0.37 0.453
C -1.733527 3.215587 -2.094380 0.77 -0.53 0.54 -0.297
C -2.029009 4.089699 -0.855714 -1.11 -0.62 0.00 1.669
C -3.069980 3.360359 0.034355 0.07 0.11 -1.74 -1.233
C -2.606810 5.435551 -1.326736 0.88 1.15 0.97 -1.955
O -0.856223 4.386626 -0.055996 0.01 -0.28 -0.96 -0.388
P 0.280220 3.328237 0.444087 -0.51 0.60 1.17 -0.623
O 1.224058 4.188832 1.222681 0.02 -0.69 -0.49 -1.033
O -0.434022 2.190843 1.135893 0.18 -0.30 -0.13 2.526
O 0.942128 2.644039 -0.855448 -0.99 -0.08 0.97 -0.030
C 1.967416 3.135404 -1.657843 1.18 0.55 -0.48 1.946
C 3.319253 2.950506 -0.988335 1.03 0.22 0.84 -1.611
C 1.805775 4.624808 -1.985338 -0.60 -0.22 0.51 -1.696
C 1.944256 2.243229 -2.878893 -0.62 0.35 -0.41 -1.731
H -2.630185 3.048433 -2.696624 -0.02 0.15 0.16 0.686
H -1.294320 2.224876 -1.832725 -0.45 0.73 -0.02 -0.605
H -0.973102 3.700860 -2.701959 -0.04 0.17 -0.26 0.244
H -3.983346 3.164793 -0.558227 0.31 0.11 0.17 0.392
H -3.339584 3.939258 0.887407 -0.05 0.43 0.77 0.413
H -2.648195 2.417125 0.310343 0.10 -0.55 0.47 -0.287
H -3.310274 5.389300 -2.138069 -0.44 -0.61 -0.34 0.375
H -1.780113 6.075165 -1.715058 -0.42 -0.30 0.46 0.386
H -3.130707 5.969348 -0.488329 0.67 -0.38 -0.61 0.347
H 3.283572 3.264027 0.076588 -0.05 -0.11 -0.56 0.161
H 4.097339 3.567293 -1.489837 -0.45 -0.36 0.21 0.532
H 3.671777 1.904766 -1.041307 -0.20 0.27 -0.05 0.309
H 1.883528 5.220386 -1.064257 0.08 -0.18 -0.23 0.284
H 0.811381 4.808501 -2.397662 0.13 0.05 -0.15 0.259
H 2.575669 4.916004 -2.683620 0.18 0.21 -0.30 0.570
H 1.889524 1.210566 -2.570467 0.38 -0.40 0.17 0.224
H 2.773416 2.453024 -3.545610 0.29 -0.13 -0.05 0.376
H 1.026978 2.394457 -3.429362 -0.38 0.24 -0.30 0.366
```
Forces are in eV/Å.

Summary:
- ΔE to the lowest compared entry with this formula, charge and spin: 0.0 kJ/mol
- Molar mass: 1209.0 g/mol
- Strongest force on any atom: 1.74 eV/Å
- HOMO: -2.666 eV
- Charge: -2
- LUMO: 3.93 eV
- E_tot: -9998.36215 hartree


# 2
A molecular structure, C3H3KLiO5, computed with ωB97M-V/def2-TZVPD.

Geometry as XYZ:
```
13
Properties=species:S:1:pos:R:3:forces:R:3:nbo_charge:R:1
O 0.622677 -1.022657 -0.925022 0.68 0.09 3.26 -0.371
C -0.476473 -0.322218 -0.561545 -1.60 0.34 -2.98 0.346
O -0.183607 1.274064 -0.752926 -1.91 -0.69 -2.38 -0.532
C 0.088892 1.576758 0.480317 3.81 -6.43 -0.26 0.971
C -1.189918 -0.248267 0.791488 1.19 0.28 -0.11 -0.106
O -0.785706 1.025067 1.308070 -2.24 0.48 2.79 -0.519
O 1.277218 1.395760 0.806677 0.64 3.78 1.18 -0.656
K 3.698823 2.396713 2.381283 -0.46 -0.19 -0.34 0.997
H -1.276307 -0.749865 -1.189534 0.09 1.56 -0.97 0.168
H -2.276736 -0.247991 0.660829 0.33 -0.02 -0.20 0.217
H -0.900730 -1.106013 1.405440 0.12 0.46 0.52 0.208
Li 0.480390 -2.866104 -2.074131 0.33 0.85 -0.09 0.960
O 0.921475 -1.105246 -2.330946 -0.97 -0.51 -0.42 -0.684
```
Forces are in eV/Å.

Summary:
- ΔE to the lowest compared entry with this formula, charge and spin: 154.7 kJ/mol
- Molar mass: 165.1 g/mol
- Strongest force on any atom: 7.47 eV/Å
- HOMO: -11.527 eV
- Charge: +1
- LUMO: -3.67 eV
- E_tot: -1099.42937 hartree


# 3
C18H23N3O3 in the gas phase, computed with ωB97M-V/def2-TZVPD.

Geometry as XYZ:
```
47
Properties=species:S:1:pos:R:3:forces:R:3:nbo_charge:R:1
C -3.638868 -1.967207 -1.679885 -0.16 -0.18 -0.06 -0.254
O -2.773368 -0.950225 -1.234778 -0.05 0.26 0.17 -0.492
C -3.183585 -0.119104 -0.251635 0.02 0.21 0.21 0.418
C -4.427284 -0.186149 0.369573 -0.03 -0.24 -0.20 -0.330
C -4.762507 0.705279 1.373793 0.08 0.09 0.03 -0.168
C -3.867969 1.679713 1.782192 -0.13 0.02 0.08 -0.250
C -2.630610 1.759743 1.175352 0.01 -0.15 -0.14 -0.139
C -2.275047 0.875056 0.161546 -0.49 -0.29 0.03 -0.184
C -0.966760 1.007943 -0.441151 0.89 0.02 -0.58 0.304
N -0.483302 0.265198 -1.402292 -0.88 -0.57 -0.09 -0.145
O 0.771455 0.750918 -1.632711 0.71 0.66 0.14 -0.305
C 0.956240 1.770270 -0.777989 -0.61 0.01 0.33 0.547
C 2.205723 2.565097 -0.812851 0.20 -0.08 -0.31 -0.478
C 3.414371 1.769713 -1.320902 0.08 0.03 0.14 -0.392
C 4.240407 1.161905 -0.187394 0.03 0.04 0.03 -0.492
C 3.512868 0.259861 0.806330 0.30 0.27 -0.38 0.674
O 3.661303 0.393652 2.004247 0.04 0.10 0.39 -0.628
N 2.776930 -0.730636 0.266929 -0.22 -0.25 -0.31 -0.626
C 2.189048 -1.784973 1.069311 0.07 -0.10 0.42 -0.059
C 2.293787 -3.121310 0.332429 0.00 0.09 -0.08 -0.409
C 1.069468 -3.120474 -0.579513 -0.05 -0.14 0.11 -0.408
C -0.037808 -2.516979 0.289664 -0.13 0.00 -0.08 -0.417
C 0.676780 -1.596146 1.294639 0.00 0.04 0.11 -0.419
N -0.077495 1.970995 -0.028368 0.36 0.24 0.09 -0.502
H -3.088624 -2.494539 -2.457204 -0.07 0.01 0.04 0.206
H -3.886920 -2.666202 -0.874537 0.01 0.04 -0.02 0.178
H -4.560539 -1.556438 -2.104108 0.04 -0.01 0.04 0.179
H -5.144779 -0.935219 0.074069 -0.03 -0.07 -0.05 0.220
H -5.734428 0.632195 1.839167 -0.07 -0.01 0.03 0.215
H -4.134505 2.370263 2.566962 -0.01 0.06 0.07 0.217
H -1.910520 2.506413 1.470599 0.05 0.06 0.03 0.239
H 2.017338 3.418378 -1.471946 0.00 -0.01 0.07 0.243
H 2.384714 2.958782 0.188578 -0.07 0.03 -0.03 0.250
H 3.076410 1.000638 -2.017663 0.08 0.06 -0.08 0.210
H 4.069819 2.441470 -1.879101 -0.05 -0.10 -0.03 0.220
H 5.053640 0.569690 -0.617081 0.03 0.04 0.04 0.228
H 4.691360 1.962535 0.402142 -0.03 -0.10 0.01 0.230
H 2.620465 -0.769722 -0.727126 0.12 0.12 -0.02 0.397
H 2.736084 -1.770789 2.015562 -0.08 -0.04 -0.16 0.237
H 3.234552 -3.220013 -0.208665 0.08 -0.05 0.07 0.212
H 2.221381 -3.936233 1.053180 0.00 -0.05 0.04 0.208
H 0.817357 -4.117819 -0.937002 0.01 0.00 -0.13 0.212
H 1.244345 -2.486515 -1.450334 0.01 0.03 -0.12 0.191
H -0.568096 -3.307997 0.821079 -0.04 -0.05 0.00 0.196
H -0.755743 -1.969301 -0.317202 -0.06 -0.09 0.05 0.236
H 0.403474 -0.550788 1.161830 0.04 0.04 0.06 0.214
H 0.420647 -1.864585 2.318521 -0.01 0.01 0.05 0.214
```
Forces are in eV/Å.

Summary:
- ΔE to the lowest compared entry with this formula, charge and spin: 302.2 kJ/mol
- Molar mass: 329.4 g/mol
- Strongest force on any atom: 1.06 eV/Å
- HOMO: -8.633 eV
- SMILES: COc1ccccc1-c1noc(CCCC(=O)NC2CCCC2)n1
- Charge: 0
- LUMO: 0.73 eV
- E_tot: -1089.68696 hartree